No. 1
The following is a quantum chemistry calculation of a 2-piece molecular cluster, C7H14O overall in a non-equilibrium geometry, from OMol25.

Last column: Mulliken charge in e.
Positions of all 22 atoms, in Å:
C1 -2.595 -1.112 1.513  -1.127
C2 -1.734 -0.131 0.701  -0.711
C3 -0.292 -0.618 0.513  0.928
C4 0.146 -0.934 -0.713  -0.278
C5 -0.542 -0.780 -2.048  -1.189
C6 1.692 -1.372 1.805  -0.903
C7 0.443 -0.924 1.750  -0.208
H1 -2.470 -2.097 1.076  0.314
H2 -3.672 -0.922 1.436  0.368
H3 -2.397 -0.940 2.566  0.323
H4 -1.616 0.865 1.151  0.300
H5 -2.226 0.054 -0.250  0.391
H6 1.091 -1.448 -0.828  0.196
H7 -0.386 0.223 -2.453  0.253
H8 -1.609 -0.925 -1.925  0.322
H9 -0.197 -1.510 -2.778  0.343
H10 2.161 -1.468 2.784  0.238
H11 2.337 -1.795 1.048  0.237
H12 -0.141 -0.795 2.652  0.202
H13 2.698 3.813 -3.036  0.320
H14 3.212 4.872 -2.027  0.322
O1 2.469 4.651 -2.607  -0.643

Calculated values
Net charge: 0
HOMO level: -8.348 eV
SMILES: C=C/C(=C/C)CC.O
ΔE to the lowest compared entry with this formula, charge and spin: 42.8 kcal/mol
F_max: 1.974 eV Å⁻¹
Energy: -350.291267 Eh

***

No. 2
The following is a quantum chemistry calculation of a 2-piece molecular cluster, C7H14O2 overall, from OMol25.

Last column: Mulliken charge in e.
Positions of all 23 atoms, in Å:
C1 0.318 0.948 -0.123  0.890
C2 0.944 1.375 -2.194  -0.862
C3 0.767 0.148 -1.531  -0.323
C4 -0.993 1.709 -0.160  -1.480
O1 1.252 1.333 0.644  -0.711
H1 1.646 0.081 1.165  0.468
H2 0.150 1.814 -2.783  0.331
H3 1.807 1.991 -1.987  0.358
H4 -0.046 -0.474 -1.889  0.225
H5 1.650 -0.417 -1.247  0.277
H6 -1.468 1.637 0.819  0.374
H7 -1.675 1.306 -0.911  0.332
H8 -0.835 2.770 -0.357  0.402
C5 -0.807 -0.638 1.977  -1.543
C6 -0.225 -2.234 0.065  -1.542
C7 0.175 -1.079 0.925  1.186
O2 1.454 -0.980 1.213  -0.595
H9 -1.816 -0.527 1.580  0.316
H10 -0.834 -1.411 2.755  0.447
H11 0.514 -2.424 -0.711  0.363
H12 -1.209 -2.082 -0.382  0.315
H13 -0.282 -3.136 0.687  0.428
H14 -0.486 0.291 2.446  0.345

Calculated values
Net charge: 0
HOMO level (spin up / spin down): -7.591 / -7.220 eV
ΔE to the lowest compared entry with this formula, charge and spin: 95.3 kcal/mol
F_max: 0.927 eV Å⁻¹
Energy: -425.453399 Eh

***

No. 3
The following is a quantum chemistry calculation of one molecule with the formula C7H14O2 in a non-equilibrium geometry, from OMol25.

Last column: Mulliken charge in e.
Positions of all 23 atoms, in Å:
C1 0.335 0.090 0.392  1.288
C2 -0.134 -0.565 -0.878  0.135
C3 -0.590 -2.116 -0.488  -0.619
C4 -0.764 0.454 1.386  -1.673
C5 -1.283 0.140 -1.579  -1.694
C6 1.103 1.470 -0.140  -0.444
C7 1.493 2.466 0.637  -0.803
O1 1.315 -0.721 1.008  -0.599
O2 0.505 -2.975 -0.364  -0.566
H1 1.678 -0.239 1.759  0.424
H2 1.099 -2.583 0.291  0.367
H3 0.719 -0.700 -1.547  0.450
H4 -1.223 -2.135 0.409  0.213
H5 -1.186 -2.483 -1.326  0.362
H6 1.449 1.462 -1.168  0.263
H7 -1.255 -0.439 1.766  0.376
H8 -0.325 0.970 2.238  0.457
H9 -1.496 1.119 0.939  0.341
H10 -1.484 -0.342 -2.533  0.454
H11 -1.043 1.186 -1.760  0.405
H12 -2.192 0.097 -0.983  0.372
H13 2.084 3.291 0.266  0.275
H14 1.196 2.551 1.675  0.215

Calculated values
Net charge: 0
HOMO level: -9.505 eV
SMILES: C=C[C@](C)(O)[C@H](C)CO
ΔE to the lowest compared entry with this formula, charge and spin: 33.9 kcal/mol
F_max: 3.753 eV Å⁻¹
Energy: -425.551239 Eh

***

No. 4
The following is a quantum chemistry calculation of C7H14O2 as an isolated structure in a non-equilibrium geometry, from OMol25.

Last column: Mulliken charge in e.
Positions of all 23 atoms, in Å:
C1 0.695 -0.501 -0.403  1.530
C2 0.407 -1.965 -0.696  -1.699
C3 1.822 -0.363 0.615  -1.549
C4 0.967 0.265 -1.692  -1.626
H1 -0.104 0.468 0.133  -0.037
H2 -0.449 -2.065 -1.363  0.399
H3 0.207 -2.522 0.218  0.354
H4 1.266 -2.417 -1.197  0.444
H5 2.742 -0.793 0.211  0.427
H6 1.219 1.308 -1.488  0.373
H7 1.572 -0.887 1.537  0.352
H8 2.036 0.682 0.847  0.373
H9 0.070 0.256 -2.312  0.350
H10 1.810 -0.174 -2.228  0.469
C5 -1.470 -0.015 0.128  0.873
C6 -1.308 1.666 0.412  -0.559
C7 -1.305 2.180 1.631  -0.685
O1 -1.560 -0.643 1.348  -0.449
O2 -2.193 -0.284 -0.817  -0.617
H11 -2.336 -1.219 1.306  0.341
H12 -1.543 2.229 -0.482  0.394
H13 -1.390 3.247 1.796  0.304
H14 -1.154 1.547 2.496  0.238

Calculated values
Net charge: 0
HOMO level: -8.917 eV
ΔE to the lowest compared entry with this formula, charge and spin: 84.4 kcal/mol
F_max: 5.244 eV Å⁻¹
Energy: -425.470739 Eh

***

No. 5
The following is a quantum chemistry calculation of C7H14O3 as an isolated structure in a non-equilibrium geometry, from OMol25.

Last column: Mulliken charge in e.
Positions of all 24 atoms, in Å:
C1 1.666 0.128 0.775  -0.037
C2 -0.375 0.351 -0.583  0.176
C3 0.154 -0.870 -0.097  0.037
C4 2.409 1.191 0.005  -1.244
C5 -1.111 1.345 0.266  -1.498
C6 -0.506 -1.715 0.950  -1.427
C7 -1.905 -0.528 -1.747  0.353
O1 -1.852 -1.815 -2.207  -0.412
O2 1.308 0.512 2.061  -0.521
O3 -2.914 0.123 -1.938  -0.586
H1 -2.694 -1.973 -2.686  0.329
H2 0.930 1.402 2.046  0.368
H3 2.258 -0.782 0.867  0.424
H4 0.157 0.787 -1.425  0.428
H5 0.678 -1.450 -0.856  0.468
H6 3.357 1.428 0.506  0.378
H7 1.843 2.125 -0.047  0.307
H8 2.640 0.855 -1.007  0.317
H9 -1.326 0.977 1.269  0.328
H10 -0.557 2.286 0.332  0.290
H11 -2.070 1.575 -0.211  0.432
H12 -0.568 -1.301 1.956  0.344
H13 0.018 -2.671 1.051  0.370
H14 -1.540 -1.980 0.720  0.376

Calculated values
Net charge: 0
HOMO level: -7.654 eV
ΔE to the lowest compared entry with this formula, charge and spin: 85.5 kcal/mol
F_max: 4.713 eV Å⁻¹
Energy: -500.727013 Eh

***

No. 6
The following is a quantum chemistry calculation of one molecule with the formula C7H14O4S, from OMol25.

Last column: Mulliken charge in e.
Positions of all 26 atoms, in Å:
C1 -1.880 0.565 -1.008  -1.421
C2 -0.900 -0.328 -1.762  0.505
O1 0.155 0.434 -2.355  -0.585
C3 -0.301 -1.490 -0.981  -1.348
C4 0.561 -1.231 0.261  0.667
C5 1.686 -0.196 0.113  -0.934
C6 1.380 1.241 0.538  -0.682
S1 0.508 1.346 2.088  1.225
O2 -0.821 1.823 1.870  -0.633
O3 1.334 1.981 3.057  -0.679
O4 0.435 -0.192 2.485  -0.427
C7 -0.294 -0.971 1.509  -0.777
H1 -2.550 -0.021 -0.380  0.337
H2 -2.515 1.078 -1.735  0.427
H3 -1.390 1.330 -0.407  0.314
H4 -1.469 -0.788 -2.580  0.320
H5 -0.128 1.342 -2.422  0.352
H6 0.285 -2.089 -1.680  0.397
H7 -1.151 -2.115 -0.686  0.379
H8 1.087 -2.170 0.446  0.310
H9 2.044 -0.193 -0.915  0.336
H10 2.519 -0.529 0.734  0.486
H11 0.849 1.813 -0.218  0.311
H12 2.319 1.753 0.743  0.452
H13 -1.237 -0.478 1.286  0.316
H14 -0.527 -1.915 1.999  0.350

Calculated values
Net charge: 0
HOMO level: -10.514 eV
SMILES: C[C@@H](O)C[C@H]1CCS(=O)(=O)OC1
ΔE to the lowest compared entry with this formula, charge and spin: 7.1 kcal/mol
F_max: 0.431 eV Å⁻¹
Energy: -974.251334 Eh

***

No. 7
The following is a quantum chemistry calculation of C7H14OPRuS as an isolated structure in a non-equilibrium geometry, from OMol25.

Last column: Mulliken spin population.
Positions of all 25 atoms, in Å:
C1 -0.196 2.531 -1.318  -0.044
C2 1.109 2.228 -0.783  0.131
C3 1.549 0.989 -1.371  0.194
C4 0.514 0.511 -2.245  0.173
C5 -0.592 1.426 -2.179  0.056
Ru1 -0.406 0.778 -0.115  3.307
P1 -2.209 1.865 0.574  0.117
H1 -0.766 3.429 -1.123  -0.009
H2 1.668 2.830 -0.079  0.031
H3 2.503 0.512 -1.169  0.019
H4 -1.516 1.346 -2.734  0.018
H5 0.538 -0.387 -2.851  0.023
H6 -3.358 1.925 -0.286  0.028
H7 -2.029 3.267 0.808  0.013
H8 -2.808 1.511 1.820  0.042
C6 0.019 -2.961 2.459  0.016
S1 0.771 -1.532 1.662  0.713
C7 1.427 -2.336 0.177  0.009
O1 -0.561 -0.782 1.205  0.073
H9 0.827 -3.612 2.806  0.051
H10 -0.635 -3.472 1.742  0.010
H11 -0.562 -2.570 3.300  0.003
H12 1.032 -3.355 0.109  -0.010
H13 1.166 -1.764 -0.719  0.025
H14 2.516 -2.374 0.309  0.011

Calculated values
Net charge: 0
HOMO level (spin up / spin down): -3.251 / -8.569 eV
ΔE to the lowest compared entry with this formula, charge and spin: 10.7 kcal/mol
F_max: 5.471 eV Å⁻¹
Multiplicity: 6
Energy: -1184.478396 Eh
Expectation value of S²: 8.77

***

No. 8
The following is a quantum chemistry calculation of C7H14PPdS as an isolated structure in a non-equilibrium geometry, from OMol25.

Last column: Mulliken spin population.
Positions of all 24 atoms, in Å:
C1 0.207 -0.334 -2.930  0.303
C2 -0.992 -1.101 -2.882  -0.052
C3 -0.704 -2.327 -2.205  0.423
C4 0.664 -2.304 -1.787  -0.021
C5 1.247 -1.098 -2.249  0.302
Pd1 0.965 1.790 1.070  2.256
P1 -0.772 3.125 0.457  0.234
H1 0.342 0.628 -3.421  0.006
H2 -1.950 -0.813 -3.313  0.001
H3 -1.410 -3.139 -2.034  0.025
H4 2.276 -0.780 -2.122  0.014
H5 1.173 -3.075 -1.212  0.002
H6 -2.068 2.964 1.086  0.039
H7 -1.102 3.023 -0.934  0.017
H8 -0.554 4.532 0.620  0.022
C6 1.540 -0.155 3.026  -0.025
S1 0.771 -0.481 1.421  0.377
C7 -0.942 -0.092 1.808  -0.009
H9 2.616 -0.303 2.895  -0.010
H10 1.149 -0.880 3.743  0.031
H11 1.338 0.882 3.340  0.031
H12 -1.318 -0.921 2.420  0.032
H13 -0.970 0.873 2.333  -0.001
H14 -1.506 -0.016 0.870  0.002

Calculated values
Net charge: +1
HOMO level (spin up / spin down): -9.128 / -11.039 eV
ΔE to the lowest compared entry with this formula, charge and spin: 8.2 kcal/mol
F_max: 2.554 eV Å⁻¹
Multiplicity: 5
Energy: -1142.010503 Eh
Expectation value of S²: 6.03

***

No. 9
The following is a quantum chemistry calculation of C7H15ClGaI2O2P as an isolated structure in a non-equilibrium geometry, from OMol25.

Last column: Mulliken charge in e.
Positions of all 29 atoms, in Å:
I1 1.916 -3.974 -1.391  0.126
I2 -0.758 -4.027 -0.677  0.072
Ga1 0.201 -0.598 0.087  0.758
P1 -0.005 0.514 -2.139  0.652
C1 -1.606 0.728 -2.991  -1.265
C2 0.869 2.074 -2.445  -1.119
H1 1.888 -0.882 -2.699  0.375
H2 0.899 -0.397 -4.120  0.434
H3 0.384 -1.740 -3.008  0.287
C3 0.870 -0.757 -3.087  -1.073
H4 1.884 2.049 -2.025  0.347
H5 0.934 2.231 -3.530  0.428
H6 -1.428 0.992 -4.045  0.401
H7 -2.196 1.535 -2.522  0.434
H8 0.325 2.918 -1.997  0.381
H9 -2.198 -0.201 -2.951  0.422
C4 -1.773 -0.274 -0.340  0.386
O1 -2.820 -0.032 0.105  -0.115
Cl1 2.321 -0.191 0.204  -0.199
C5 1.069 -0.688 4.137  -1.008
C6 0.043 0.001 3.297  0.756
C7 -1.033 0.668 4.091  -1.047
O2 0.126 0.139 2.046  -0.482
H10 0.789 -0.508 5.193  0.371
H11 2.069 -0.284 3.932  0.329
H12 1.085 -1.768 3.946  0.320
H13 -1.063 1.749 3.901  0.341
H14 -2.021 0.238 3.882  0.331
H15 -0.772 0.483 5.148  0.357

Calculated values
Net charge: +2
HOMO level: -15.870 eV
ΔE to the lowest compared entry with this formula, charge and spin: 0.0 kcal/mol
F_max: 8.195 eV Å⁻¹
Energy: -3747.299563 Eh

***

Look up the F_max of the fifth one.
4.713 eV Å⁻¹